1.
{"formula": "C31H28BrN9RhSSe", "method": "ωB97M-V/def2-TZVPD", "total_charge": 3, "gap_ev": [6.21, 6.21], "e_above_lowest_kcal_mol": 35.4, "energy_ev": -195222.0885, "lumo_ev": [-10.28, -10.28], "homo_ev": [-16.49, -16.49], "largest_force_ev_per_a": 1.6, "symbols": ["Rh", "Se", "N", "C", "C", "C", "C", "C", "N", "C", "C", "N", "C", "C", "C", "C", "C", "N", "H", "H", "H", "H", "H", "H", "S", "C", "N", "C", "C", "C", "C", "C", "C", "H", "H", "H", "H", "H", "Br", "C", "C", "C", "C", "C", "N", "H", "H", "H", "H", "C", "C", "N", "C", "N", "C", "C", "C", "N", "C", "H", "H", "H", "H", "H", "H", "H", "H", "H", "H", "H", "H", "H"], "positions_angstrom": [[-0.534880, 0.352161, -0.163959], [5.472459, 0.624397, 4.561205], [5.283378, 0.533713, 2.799913], [3.998639, 0.543779, 2.558579], [3.437832, 0.478918, 1.209521], [4.214141, 0.420858, 0.045365], [3.587633, 0.367595, -1.180321], [2.197493, 0.362736, -1.237081], [1.451731, 0.412882, -0.134649], [2.057341, 0.476892, 1.083795], [1.186690, 0.562977, 2.244979], [-0.141389, 0.572587, 1.975892], [-1.009664, 0.671601, 2.988754], [-0.586311, 0.760731, 4.310216], [0.766955, 0.740610, 4.587832], [1.685421, 0.640470, 3.534277], [3.136415, 0.619699, 3.705070], [3.725956, 0.669028, 4.870658], [5.294182, 0.420307, 0.131264], [4.155967, 0.330040, -2.099557], [1.670516, 0.321363, -2.179610], [-2.060301, 0.687168, 2.732872], [-1.318139, 0.845321, 5.101671], [1.137303, 0.799704, 5.604039], [-1.343486, 3.437314, -3.323906], [-1.130060, 1.902102, -2.669566], [-0.483505, 1.848276, -1.525405], [-0.127331, 3.133493, -1.077549], [0.575179, 3.464868, 0.086353], [0.844927, 4.792170, 0.323637], [0.431744, 5.793968, -0.571789], [-0.259394, 5.480678, -1.717532], [-0.536497, 4.132881, -1.960575], [-1.529871, 1.038489, -3.166317], [0.896486, 2.701629, 0.779165], [1.387918, 5.076137, 1.215016], [0.672021, 6.827548, -0.362059], [-0.575446, 6.249089, -2.411143], [-2.619401, -2.071103, 1.002022], [-3.403422, -0.578491, 0.177918], [-4.757561, -0.606204, -0.089049], [-5.356158, 0.546561, -0.568933], [-4.590988, 1.694753, -0.709235], [-3.243540, 1.632049, -0.441045], [-2.626189, 0.496387, -0.036960], [-5.329718, -1.503165, 0.100766], [-6.413752, 0.552392, -0.799696], [-5.033854, 2.634362, -1.009503], [-2.625004, 2.515005, -0.515071], [1.132821, -4.794968, 0.160618], [1.022316, -3.637659, 1.126993], [0.639335, -2.428468, 0.379626], [-0.027510, -2.412987, -0.792378], [-0.359766, -1.226929, -1.344523], [-0.930732, -1.165044, -2.689592], [-0.633286, -2.425637, -3.476421], [-1.056681, -3.611529, -2.648945], [-0.336178, -3.572349, -1.374168], [-0.133875, -4.848796, -0.663358], [1.266183, -5.728678, 0.703397], [1.993645, -4.652975, -0.495003], [1.975803, -3.440965, 1.613590], [0.282209, -3.846874, 1.902949], [0.804020, -1.545304, 0.821221], [-0.490399, -0.319702, -3.208359], [-2.016727, -1.014724, -2.632719], [0.435562, -2.491857, -3.689970], [-1.167602, -2.404106, -4.425403], [-0.806829, -4.546620, -3.144646], [-2.136031, -3.607346, -2.469114], [-0.087892, -5.638886, -1.408469], [-1.000866, -5.044295, -0.025624]], "forces_ev_per_angstrom": [[0.27, 0.89, 1.29], [0.03, 0.00, 0.03], [0.01, 0.01, 0.16], [-0.19, -0.01, -0.18], [0.17, 0.01, 0.16], [0.07, -0.02, 0.02], [0.01, 0.03, -0.03], [0.10, 0.01, 0.11], [0.80, -0.16, -0.04], [-0.03, 0.06, -0.10], [-0.16, -0.04, -0.28], [-0.55, -0.06, 0.36], [0.27, 0.01, -0.03], [0.04, 0.02, 0.03], [-0.02, -0.02, 0.01], [0.22, 0.01, 0.14], [-0.21, -0.01, -0.11], [0.17, 0.01, -0.05], [-0.02, 0.01, -0.01], [-0.01, 0.00, 0.02], [0.01, -0.04, 0.02], [-0.01, -0.03, -0.02], [0.02, 0.00, -0.01], [-0.02, 0.02, 0.00], [-0.01, 0.10, -0.07], [0.10, 0.35, 0.09], [-0.50, -0.54, -0.56], [0.13, -0.22, 0.07], [-0.08, -0.08, -0.02], [-0.04, 0.13, -0.03], [0.09, 0.00, 0.10], [-0.06, -0.06, -0.10], [0.06, 0.11, 0.00], [-0.16, 0.13, 0.05], [0.01, 0.13, 0.01], [0.00, 0.00, -0.01], [-0.02, -0.01, 0.02], [0.03, -0.02, 0.01], [0.02, -0.09, 0.03], [0.03, 0.24, 0.05], [-0.07, 0.03, 0.02], [-0.09, -0.05, -0.01], [-0.02, 0.11, 0.06], [0.03, -0.11, 0.15], [-0.45, -0.30, -0.47], [0.02, -0.01, -0.01], [0.00, 0.01, 0.03], [0.02, -0.02, -0.03], [0.03, 0.00, -0.06], [0.02, 0.03, -0.03], [-0.05, 0.07, -0.04], [-0.08, -0.11, -0.11], [0.05, -0.02, 0.08], [-0.33, 0.20, -0.87], [0.02, -0.40, 0.13], [0.00, 0.00, -0.04], [-0.03, -0.02, 0.09], [0.02, -0.13, -0.01], [0.00, 0.07, 0.00], [0.01, 0.00, 0.01], [0.02, -0.06, 0.01], [0.01, 0.05, 0.01], [-0.02, 0.00, 0.00], [0.11, -0.06, 0.05], [0.21, -0.17, -0.05], [0.00, 0.04, 0.00], [-0.01, 0.00, -0.04], [0.01, 0.00, 0.01], [0.03, -0.02, 0.02], [-0.01, -0.02, 0.00], [0.02, 0.03, -0.05], [-0.03, -0.03, -0.03]]}

=====

2.
{"formula": "C4H8O2", "method": "ωB97M-V/def2-TZVPD", "gap_ev": 10.78, "e_above_lowest_kcal_mol": 53.3, "energy_ev": -8370.9716, "lumo_ev": 1.05, "homo_ev": -9.73, "smiles": "CO[C@H]1O[C@@H]1C", "largest_force_ev_per_a": 0.4, "symbols": ["C", "O", "C", "C", "C", "O", "H", "H", "H", "H", "H", "H", "H", "H"], "positions_angstrom": [[2.157773, 0.423645, -0.489888], [1.564736, 0.019432, 0.722281], [-0.775434, 0.051534, -0.197184], [-2.060262, -0.710529, 0.051446], [0.213409, 0.161752, 0.865409], [-0.480858, 1.315128, 0.465786], [3.219195, 0.513567, -0.266444], [2.029726, -0.310093, -1.295844], [1.760173, 1.386460, -0.810959], [-0.437051, 0.087961, -1.233422], [-2.195995, -1.438859, -0.758235], [-2.003165, -1.276539, 0.990161], [-2.939416, -0.062203, 0.084294], [-0.052826, -0.161259, 1.872603]], "forces_ev_per_angstrom": [[0.13, 0.11, -0.20], [0.16, 0.17, 0.33], [-0.01, -0.23, -0.14], [-0.03, 0.06, -0.02], [-0.01, -0.40, 0.15], [-0.21, 0.01, -0.01], [-0.02, 0.08, -0.16], [-0.11, -0.01, 0.17], [0.07, 0.07, -0.06], [0.01, -0.14, 0.20], [-0.03, 0.19, 0.17], [-0.09, 0.23, -0.17], [0.10, -0.01, -0.05], [0.04, -0.12, -0.20]]}

=====

3.
{"formula": "C9H16N2O2", "method": "ωB97M-V/def2-TZVPD", "gap_ev": 9.39, "e_above_lowest_kcal_mol": 122.7, "energy_ev": -16663.9849, "lumo_ev": 0.00, "homo_ev": -9.39, "smiles": "O=c1cc[nH]c(=O)[nH]1.CCCCC", "largest_force_ev_per_a": 7.0, "symbols": ["C", "C", "C", "C", "C", "C", "C", "C", "C", "H", "H", "H", "H", "H", "H", "H", "H", "H", "H", "H", "H", "H", "H", "H", "H", "N", "N", "O", "O"], "positions_angstrom": [[-3.181688, 0.863045, -0.550305], [-2.878282, -0.262707, -1.308714], [-2.438368, -1.525030, -0.809363], [-2.340613, -0.598119, 1.294360], [2.305955, -2.037941, -0.811939], [2.250084, -1.001229, 0.274172], [1.872333, 0.344968, -0.349317], [1.882079, 1.653609, 0.644595], [1.134592, 2.878955, 0.302064], [-2.642666, 1.260088, 1.585249], [-3.364897, -0.218663, -2.295118], [-2.633655, -2.437083, -1.336637], [-2.038744, -2.609267, 1.223647], [1.028032, -2.317030, -0.747502], [2.764226, -1.711586, -1.864513], [2.488675, -3.050264, -0.546351], [3.317581, -0.957947, 0.729822], [1.426359, -1.299605, 1.000278], [2.845348, 0.455032, -1.036793], [0.921593, 0.096805, -0.899998], [3.090224, 1.877553, 0.839025], [1.713809, 1.057456, 1.590656], [0.321335, 2.676397, -0.260999], [1.001061, 3.670689, 0.993292], [1.641611, 3.319168, -0.625055], [-2.695372, 0.561790, 0.792818], [-2.081350, -1.720053, 0.477341], [-3.759111, 1.891062, -0.787776], [-1.950149, -0.860102, 2.483072]], "forces_ev_per_angstrom": [[0.67, 0.24, 2.70], [-0.12, -3.77, -2.11], [-1.94, 1.54, -0.56], [4.12, -3.99, 4.07], [-4.56, -0.34, -1.69], [1.40, 0.31, 1.76], [2.42, 1.18, -1.05], [4.07, -3.93, 1.55], [2.95, 0.82, -2.31], [-0.52, -0.58, -1.63], [0.72, -0.45, 0.29], [0.48, -0.08, -0.88], [0.02, 2.80, -3.35], [3.02, 1.00, -1.80], [-1.34, -0.80, 2.39], [1.51, -0.62, 0.45], [-1.88, 0.25, -0.04], [1.47, 0.27, -0.31], [-2.66, 0.28, 0.49], [0.85, 1.04, 0.17], [-3.01, -0.35, -0.76], [-0.77, 1.53, -0.34], [-3.72, -0.99, -0.78], [-0.11, 0.35, 0.91], [0.26, -0.01, 1.39], [-0.47, 2.74, 1.67], [-1.26, -0.18, 1.98], [0.27, -0.16, -0.17], [-1.87, 1.91, -2.02]]}

=====

4.
{"formula": "BrFeH4O2", "method": "ωB97M-V/def2-TZVPD", "total_charge": 2, "gap_ev": [8.50, 2.51], "e_above_lowest_kcal_mol": 0.0, "energy_ev": -108565.3034, "s_squared": 8.7645, "multiplicity": 6, "lumo_ev": [-11.32, -14.93], "homo_ev": [-19.82, -17.44], "largest_force_ev_per_a": 2.0, "symbols": ["Fe", "Br", "O", "H", "H", "O", "H", "H"], "positions_angstrom": [[-2.822045, -1.678527, 0.102399], [-1.177671, 0.012607, -0.502009], [0.359221, 1.920243, 2.395836], [-0.099457, 2.644682, 2.886596], [0.061233, 1.997118, 1.464730], [1.240112, -2.022641, -2.108834], [0.741577, -1.445168, -1.487929], [1.697031, -1.428314, -2.750788]], "forces_ev_per_angstrom": [[1.07, 1.19, -0.44], [-1.30, -1.38, 0.47], [-0.44, 0.20, -0.15], [0.29, -0.26, -0.10], [0.21, 0.17, 0.27], [-0.12, 0.47, -0.02], [0.39, -0.11, -0.25], [-0.11, -0.30, 0.23]]}

=====

5.
{"formula": "C5H12N4", "method": "ωB97M-V/def2-TZVPD", "gap_ev": 8.56, "e_above_lowest_kcal_mol": 48.4, "energy_ev": -11338.1221, "lumo_ev": 0.98, "homo_ev": -7.58, "smiles": "[H]/N=C/C(N)(N)/C(N)=C/C", "largest_force_ev_per_a": 3.7, "symbols": ["C", "C", "C", "N", "N", "N", "C", "C", "N", "H", "H", "H", "H", "H", "H", "H", "H", "H", "H", "H", "H"], "positions_angstrom": [[0.752025, 0.154334, 0.746466], [-1.606471, -1.025039, -2.044571], [0.394874, -0.252774, -0.679001], [0.870684, -0.901850, 1.708470], [1.941747, 0.977268, 0.804965], [0.975281, 0.448043, -1.697784], [-0.607490, 0.943859, 1.000997], [-0.862319, -0.816474, -0.760835], [-1.273333, 0.761611, 2.118529], [-0.071388, -1.224817, 1.954395], [1.179620, -0.511813, 2.596736], [2.720443, 0.322774, 0.866815], [1.929764, 1.459589, 1.700174], [1.822127, 0.927050, -1.381302], [0.891042, 0.019440, -2.612397], [-1.766107, 1.625778, 2.359604], [-0.708461, 1.870228, 0.410829], [-1.148413, -1.511965, 0.023522], [-1.416720, -0.230255, -2.771854], [-1.337073, -1.978556, -2.508678], [-2.679831, -1.056432, -1.835081]], "forces_ev_per_angstrom": [[-1.77, 0.28, 0.10], [0.00, 0.05, 0.04], [-2.48, -0.36, 0.27], [-0.46, -1.16, 0.36], [-0.16, 0.33, 0.05], [0.52, -0.12, 0.45], [1.19, 1.39, 3.21], [1.70, -1.03, -0.89], [1.87, 0.57, -1.76], [0.35, -0.12, -0.22], [0.08, 0.13, -0.25], [0.00, 0.09, -0.08], [0.07, 0.19, -0.16], [-0.32, -0.23, -0.76], [0.39, 0.45, 0.22], [-0.73, -0.55, -0.58], [-0.07, -0.44, -0.11], [-0.12, 0.52, 0.31], [-0.06, -0.01, 0.07], [-0.07, -0.01, -0.10], [0.08, 0.02, -0.16]]}

=====

6.
{"formula": "C8H13NOPS", "method": "ωB97M-V/def2-TZVPD", "total_charge": 1, "gap_ev": 7.44, "e_above_lowest_kcal_mol": 0.0, "energy_ev": -32160.6315, "lumo_ev": -4.36, "homo_ev": -11.79, "largest_force_ev_per_a": 3.7, "symbols": ["C", "C", "C", "C", "C", "C", "C", "C", "N", "O", "P", "S", "H", "H", "H", "H", "H", "H", "H", "H", "H", "H", "H", "H", "H"], "positions_angstrom": [[-0.293211, 0.182624, 1.136040], [-0.432963, 0.726067, -1.209514], [-1.666904, 0.306634, 1.251645], [-1.821171, 0.831600, -1.159162], [0.334406, 0.273455, -0.124714], [-2.481022, 0.570725, 0.080787], [2.541287, 1.210654, 0.649600], [1.809779, 0.223374, -0.174708], [2.138409, -1.184193, 0.319053], [-0.032016, -2.317609, -0.688066], [-1.485393, -2.381752, -0.389563], [-4.154301, 0.678148, 0.366357], [0.189935, -0.169284, 2.025555], [0.075433, 0.774579, -2.237677], [-2.199743, 0.196173, 2.181994], [-2.389036, 1.109168, -2.015282], [2.143962, 1.270088, 1.652095], [3.689407, 0.949965, 0.692615], [2.361588, 2.154398, 0.138209], [2.219169, 0.325130, -1.300843], [1.288977, -1.724071, -0.068148], [1.762997, -1.093288, 1.274463], [3.105072, -1.368376, 0.140295], [-2.121480, -2.779695, -1.742386], [-4.583169, 1.235481, -0.798654]], "forces_ev_per_angstrom": [[-1.14, -0.45, -0.76], [0.98, -1.03, -1.55], [-0.68, 0.21, -1.87], [0.18, -0.62, 1.96], [-1.35, 2.51, 0.37], [2.56, 0.55, 0.02], [2.13, 0.18, -0.05], [1.43, -0.99, -3.23], [-2.99, 1.56, 0.08], [0.36, -0.17, -0.24], [-1.35, -0.79, -1.00], [-1.53, 0.17, -0.13], [0.59, 0.22, 0.44], [-0.77, 0.27, 1.69], [0.20, -0.10, 0.28], [-0.28, 0.12, -0.55], [0.00, 0.06, 0.38], [-2.18, 0.75, -0.13], [0.45, 0.31, 0.35], [-1.10, -0.53, 2.43], [1.35, -0.91, -0.65], [1.60, -0.59, 0.28], [0.45, -0.96, 0.41], [0.69, 0.50, 1.14], [0.39, -0.26, 0.33]]}

=====

7.
{"formula": "H2O4PS", "method": "ωB97M-V/def2-TZVPD", "total_charge": -1, "gap_ev": 8.49, "e_above_lowest_kcal_mol": 23.7, "energy_ev": -28347.3767, "lumo_ev": 3.62, "homo_ev": -4.87, "smiles": "O=[PH2]S(=O)(=O)[O-]", "largest_force_ev_per_a": 4.0, "symbols": ["O", "O", "O", "O", "P", "S", "H", "H"], "positions_angstrom": [[-1.458724, 2.219775, 0.330143], [0.059601, -1.600874, -1.648533], [-0.862025, -2.121949, 0.523693], [1.375398, -1.253425, 0.368837], [-0.427670, 1.158519, 0.172114], [0.095496, -1.386215, -0.234784], [0.520410, 1.253978, 1.266518], [0.697514, 1.730190, -0.777988]], "forces_ev_per_angstrom": [[-1.19, -0.18, -0.08], [-0.01, 0.25, -0.87], [-1.02, -0.41, 0.66], [1.55, 0.45, 0.50], [3.86, 0.05, -0.88], [-1.17, 1.30, -0.03], [-0.55, -0.43, -0.06], [-1.48, -1.03, 0.76]]}

=====

8.
{"formula": "C3H10N4O2", "method": "ωB97M-V/def2-TZVPD", "gap_ev": 9.77, "e_above_lowest_kcal_mol": 94.8, "energy_ev": -13325.5761, "lumo_ev": 0.73, "homo_ev": -9.04, "smiles": "[H]/N=C(/N)ON.CC(N)=O", "largest_force_ev_per_a": 3.8, "symbols": ["C", "C", "N", "O", "H", "H", "H", "H", "H", "C", "N", "N", "O", "N", "H", "H", "H", "H", "H"], "positions_angstrom": [[1.269953, -1.767995, 0.977642], [0.471165, -1.291969, -0.204252], [-0.938804, -1.230326, 0.001950], [0.882408, -1.249071, -1.360474], [-1.494003, -1.402214, -0.828977], [-1.322129, -1.306498, 0.937579], [0.742252, -1.587240, 1.916443], [2.209420, -1.213526, 1.008200], [1.471382, -2.837868, 0.885784], [-1.003644, 1.116015, 0.193096], [1.395859, 1.701173, -0.648542], [-1.412821, 1.448373, -1.056424], [0.567151, 1.025889, 0.309290], [-1.660620, 1.340735, 1.256806], [0.886305, 1.829473, -1.530373], [2.097722, 1.060503, -1.029007], [-0.996791, 2.318091, -1.370739], [-2.087967, 0.864036, -1.535586], [-1.076835, 1.182422, 2.077585]], "forces_ev_per_angstrom": [[0.22, 0.84, 0.27], [-1.75, -1.59, -1.53], [1.53, -0.55, -0.09], [0.01, 0.26, 1.30], [0.06, 0.01, 0.50], [-0.05, -0.22, -0.61], [0.05, -0.04, -0.06], [0.00, -0.20, 0.00], [-0.07, 0.15, -0.16], [2.21, 2.80, 1.36], [-0.36, 0.70, -0.81], [0.20, -0.50, -0.44], [-1.87, -0.09, 0.30], [0.89, -1.11, -0.72], [-0.52, -0.02, 0.41], [-0.20, -0.74, 0.88], [-0.74, -0.50, -0.56], [0.36, 0.82, -0.05], [0.03, -0.01, 0.00]]}